[1]
ORCA calculation (wB97M-V/def2-TZVPD) on a molecular structure, C11H20CaCsLi2N2O13P2S2 in a non-equilibrium geometry.

Geometry (Å):
C1 3.31755 -2.15133 -0.06482
C2 2.54064 -2.40628 -1.32579
O1 1.80771 -1.20775 -1.61102
C3 1.00753 -1.22366 -2.75196
C4 -0.49128 -1.29790 -2.47402
N1 -1.03595 -0.13462 -1.68269
N2 -0.12209 0.95060 -1.57686
C5 -0.21614 1.67903 -0.27688
C6 -1.56208 1.98395 0.46446
O2 0.79444 2.05303 0.23215
C7 -0.24148 1.83920 -2.64850
C8 1.01840 2.42948 -3.18388
O3 -1.35228 2.09902 -3.11853
P1 -1.00625 -2.87912 -1.61402
S1 -2.89766 -2.72878 -0.90476
C9 -1.22514 -1.24761 -3.84270
O4 -1.91460 -2.22142 -4.13617
O5 -0.99501 -0.16682 -4.44927
H1 4.03150 -2.94062 0.13642
H2 2.64236 -2.04244 0.77994
H3 3.82942 -1.19294 -0.17811
H4 1.88164 -3.27149 -1.19235
H5 3.23793 -2.62600 -2.13974
H6 1.17498 -0.32407 -3.34080
H7 1.26614 -2.05671 -3.41574
H8 -1.08901 -0.47796 -0.75552
H9 -2.36969 2.00850 -0.27937
H10 -1.79514 1.07272 1.14114
H11 -1.50690 2.87463 1.07923
H12 1.36235 1.85113 -4.05501
H13 1.79399 2.32074 -2.42244
H14 0.93916 3.49490 -3.40516
H15 -0.19015 -3.19129 -0.50665
H16 -0.99218 -3.91460 -2.53564
C10 -0.14751 3.29569 5.45423
C11 -0.07910 2.16300 4.45093
O6 -1.46935 1.88510 4.15906
S2 -2.32127 3.24034 4.23551
O7 -2.48117 3.73063 2.90399
O8 -3.44702 3.01650 5.06086
O9 -1.23950 4.11425 4.97789
H17 -0.39096 2.94268 6.45571
H18 0.76199 3.88715 5.48583
H19 0.40133 1.26914 4.83802
H20 0.41422 2.47723 3.52883
Li1 -3.38992 2.26939 -3.52006
Li2 -4.22810 -0.80120 -1.23120
O10 1.78783 -6.02169 3.06880
P2 1.81360 -4.57779 2.58302
O11 3.21924 -4.06465 2.31481
O12 1.31445 -3.77085 3.78058
O13 0.93092 -4.44220 1.35327
Cs1 -2.05333 -0.45794 1.14917
Ca1 -1.03903 2.89171 -4.99417

Atoms 1-2, force components in eV/Å:
C -0.2 0.7 -0.1
C 0.5 -0.2 0.1

Results
Energy (eV): -100954.842
Gap between HOMO and LUMO (eV): 3.4
Total charge: +1



[2]
ORCA calculation (wB97M-V/def2-TZVPD) on 9 unconnected molecules or ions with the total composition C51H47N9O17 in a non-equilibrium geometry.

Geometry (Å):
O1 -4.02536 -2.04745 -2.37946
N1 -3.62403 -2.66962 -3.33715
O2 -3.22749 -2.12978 -4.32741
C1 -3.39190 -4.11726 -3.23181
C2 -3.69101 -4.80370 -2.03833
C3 -3.62306 -6.17857 -1.84263
C4 -3.02416 -6.89525 -2.92380
C5 -2.54888 -6.23287 -4.08371
C6 -2.76164 -4.83063 -4.22787
H1 -4.17258 -4.20799 -1.27701
H2 -3.87832 -6.78467 -0.98596
H3 -2.83158 -7.94958 -2.79070
H4 -2.21874 -6.78672 -4.95012
H5 -2.43514 -4.37155 -5.14931
O3 4.85065 -1.79418 1.61275
N2 4.07001 -1.92550 0.67594
O4 2.96976 -1.34142 0.56670
C7 4.38676 -2.82404 -0.44366
C8 3.54444 -2.92437 -1.57511
C9 3.86731 -3.66363 -2.62857
C10 5.01683 -4.41324 -2.65556
C11 5.84689 -4.41690 -1.53138
C12 5.60959 -3.59986 -0.46853
H6 2.64526 -2.32697 -1.54358
H7 3.27282 -3.74397 -3.52663
H8 5.26643 -4.95691 -3.55474
H9 6.79437 -4.93282 -1.48126
H10 6.29649 -3.60458 0.36487
O5 3.94771 4.23341 4.78280
N3 2.82305 3.93997 4.38438
O6 2.59177 3.50458 3.26273
C13 1.69594 4.21457 5.32767
C14 0.36475 4.34909 4.83570
C15 -0.64005 4.53381 5.77647
C16 -0.40599 4.64763 7.12477
C17 0.85861 4.48268 7.57933
C18 1.95175 4.26643 6.71767
H11 0.13077 4.19578 3.79255
H12 -1.68130 4.52459 5.48993
H13 -1.22555 4.86777 7.79279
H14 1.03756 4.54300 8.64269
H15 2.96427 4.13201 7.06858
O7 1.71982 -1.11231 -3.37733
N4 0.88423 -1.84248 -3.99963
O8 -0.14966 -2.12134 -3.48297
C19 1.17144 -2.36998 -5.36415
C20 0.04311 -2.81150 -6.12323
C21 0.23555 -3.37318 -7.38806
C22 1.51013 -3.32712 -7.93443
C23 2.57865 -2.76213 -7.18994
C24 2.45330 -2.41014 -5.86493
H16 -0.88675 -2.81615 -5.57392
H17 -0.54850 -3.73368 -8.03744
H18 1.63931 -3.77300 -8.90957
H19 3.55374 -2.67557 -7.64612
H20 3.35538 -2.14879 -5.33168
O9 -1.67294 4.52249 1.82947
N5 -0.95805 5.35225 1.27362
O10 0.18548 5.54390 1.62485
C25 -1.53977 6.08185 0.13866
C26 -2.89019 6.05016 -0.15658
C27 -3.34290 6.61926 -1.38603
C28 -2.33968 7.10007 -2.29077
C29 -0.97853 7.16270 -1.90576
C30 -0.57838 6.62754 -0.67908
H21 -3.59903 5.40878 0.34598
H22 -4.38080 6.66865 -1.68051
H23 -2.63732 7.59981 -3.20075
H24 -0.20700 7.49132 -2.58631
H25 0.47037 6.60647 -0.42202
O11 -8.70653 -2.63248 -2.20145
N6 -9.09051 -2.16314 -1.14876
O12 -10.17044 -2.41067 -0.70853
C31 -8.17089 -1.47284 -0.23825
C32 -6.82005 -1.46343 -0.60180
C33 -5.82027 -0.86901 0.24088
C34 -6.19223 -0.18334 1.38692
C35 -7.54038 -0.08622 1.67162
C36 -8.50900 -0.80296 0.96262
H26 -6.41335 -1.81799 -1.53736
H27 -4.79759 -0.95973 -0.09423
H28 -5.44945 0.29376 2.00907
H29 -7.99826 0.38206 2.53038
H30 -9.51555 -0.82748 1.35332
O13 6.87560 -0.95363 -2.88813
N7 7.05570 -0.58993 -1.73799
O14 8.11608 -0.84618 -1.12377
C37 6.01930 0.22823 -1.03230
C38 6.27007 1.00030 0.12260
C39 5.31612 1.84861 0.70852
C40 4.09011 1.85458 0.13114
C41 3.77612 1.11008 -1.03846
C42 4.75808 0.26341 -1.62757
H31 7.23319 0.96694 0.61014
H32 5.53596 2.50123 1.54049
H33 3.41942 2.60454 0.52375
H34 2.75785 1.10686 -1.39833
H35 4.55934 -0.40516 -2.45214
O15 -1.65030 1.77520 4.17619
N8 -2.31278 1.49193 3.19900
O16 -3.50124 1.73398 3.10165
C43 -1.59898 0.99278 1.99684
C44 -0.28883 1.39391 1.67448
C45 0.42306 0.71870 0.63650
C46 -0.14984 -0.28678 -0.11120
C47 -1.48747 -0.59035 0.11990
C48 -2.15568 0.00414 1.15935
H36 0.17764 2.28663 2.06418
H37 1.34611 1.16728 0.30009
H38 0.41429 -0.81620 -0.86477
H39 -1.90054 -1.41395 -0.44354
H40 -3.19701 -0.24886 1.29359
C49 0.44200 0.33769 6.08545
N9 1.52699 -0.58381 5.80004
C50 2.40519 -0.57103 4.76681
C51 2.39943 0.46861 3.67563
O17 3.15624 -1.53521 4.68088
H41 -0.26694 0.19573 5.26976
H42 0.71967 1.39012 6.14365
H43 -0.10479 0.08805 6.99473
H44 1.59491 -1.32072 6.48739
H45 3.32741 0.78750 3.20100
H46 1.87818 1.28150 4.18121
H47 1.72638 0.05713 2.92344

Atoms 1-2, force components in eV/Å:
O -0.8 -0.4 0.8
N 1.3 -0.1 0.9

Results
Energy relative to the best compared isomer or geometry (same formula, charge and spin) (kJ/mol): 135.4
Energy (eV): -101843.280
Gap between HOMO and LUMO (eV): 7.6



[3]
ORCA calculation (wB97M-V/def2-TZVPD) on a molecular structure, C25H26AgN4S3 in a non-equilibrium geometry.

Geometry (Å):
Ag1 3.35909 1.22412 -1.38139
S1 1.40589 -0.43728 -2.11489
C1 0.07669 0.47832 -1.68359
N1 -1.04461 -0.10158 -1.25859
C2 -2.24321 0.69172 -1.08079
C3 -2.28521 1.69992 -2.22129
N2 -1.09661 2.52412 -2.11989
C4 -1.29761 3.96062 -2.10699
C5 -2.05621 4.33722 -0.85989
C6 -1.45891 4.16172 0.38371
C7 -2.15051 4.47342 1.53891
C8 -3.44581 4.96392 1.46211
C9 -4.05101 5.12472 0.22601
C10 -3.36061 4.80692 -0.93129
C11 0.06789 1.95362 -1.81649
S2 1.43969 2.88202 -1.56989
C12 -1.17451 -1.53488 -1.09169
C13 -1.70071 -1.91478 0.26671
C14 -0.90891 -1.72778 1.39361
C15 -1.35761 -2.13528 2.63751
C16 -2.59871 -2.73908 2.76811
C17 -3.39761 -2.91468 1.65041
C18 -2.95141 -2.50198 0.40581
H1 -2.22391 1.21122 -0.11459
H2 -3.10961 0.02882 -1.09139
H3 -3.17311 2.33132 -2.15919
H4 -2.29191 1.17712 -3.18639
H5 -1.85891 4.24552 -2.99799
H6 -0.32171 4.44372 -2.12649
H7 -0.44401 3.79392 0.44331
H8 -1.67261 4.34862 2.49991
H9 -3.97911 5.22312 2.36381
H10 -5.05861 5.50832 0.15871
H11 -3.83161 4.94362 -1.89529
H12 -0.18701 -1.97228 -1.23639
H13 -1.84581 -1.91178 -1.86769
H14 0.06869 -1.27668 1.29221
H15 -0.73371 -1.99168 3.50701
H16 -2.94201 -3.07318 3.73641
H17 -4.36721 -3.38088 1.74521
H18 -3.57311 -2.65908 -0.46469
N3 5.11759 -1.53518 -2.71339
C19 4.86679 -1.45528 -1.39369
S3 5.31369 -0.01288 -0.60819
N4 4.34739 -2.53038 -0.80409
C20 3.98719 -2.82108 0.53041
C21 4.41549 -2.09128 1.63131
C22 4.06439 -2.50538 2.90571
C23 3.29719 -3.64068 3.09661
C24 2.85239 -4.35588 1.99681
C25 3.19389 -3.95188 0.72141
H19 5.66039 -0.80058 -3.14209
H20 4.94889 -2.37258 -3.24809
H21 4.13199 -3.30438 -1.42509
H22 5.03559 -1.22188 1.50111
H23 4.40189 -1.93658 3.75731
H24 3.05179 -3.97448 4.09251
H25 2.24009 -5.23358 2.13061
H26 2.84919 -4.52108 -0.13159

Atoms 1-2, force components in eV/Å:
Ag -0.3 0.0 0.1
S 0.2 0.2 -0.2

Results
Energy (eV): -68808.716
Gap between HOMO and LUMO (eV): 7.1
Total charge: +1



[4]
ORCA calculation (wB97M-V/def2-TZVPD) on a molecular structure, C15H30GeHfN6O2SSe5.

Geometry (Å):
Hf1 1.63754 0.36116 0.89487
N1 1.97824 -0.02442 -1.49017
C1 1.48698 0.75083 -2.64106
C2 2.46019 1.83364 -3.10104
C3 2.33226 3.19168 -2.41876
C4 2.67298 3.24468 -0.93980
N2 1.63027 2.62243 -0.09816
H1 2.97930 -0.21627 -1.58491
H2 1.54546 -0.94882 -1.51661
H3 0.51223 1.18016 -2.39023
H4 1.31202 0.06928 -3.47787
H5 2.30381 1.98517 -4.17393
H6 3.48393 1.46001 -2.99151
H7 1.31265 3.57355 -2.56488
H8 2.99278 3.89580 -2.93435
H9 2.80278 4.28603 -0.63921
H10 3.61312 2.73037 -0.73152
H11 0.70518 2.82947 -0.45856
H12 1.66331 3.07055 0.81628
Se1 4.43399 0.71005 1.16609
Se2 5.33448 -0.50265 -0.64415
Se3 4.84153 -2.70596 -0.04785
Se4 2.50742 -2.68409 0.11459
O1 -0.82430 -0.17901 2.14188
N3 0.29596 -1.01536 1.81463
O2 1.37667 -0.63990 2.63645
C5 -2.96389 3.08993 2.15458
Ge1 -2.10071 1.88209 0.83482
C6 -3.46768 0.54054 0.40039
C7 -1.81277 3.02286 -0.76825
C8 -0.46482 1.12891 1.59984
H13 -3.94811 3.42714 1.81695
H14 -2.33798 3.96655 2.33807
H15 -3.08277 2.55731 3.10064
H16 -4.42719 1.04022 0.23252
H17 -3.56980 -0.14399 1.24454
H18 -3.19815 -0.03629 -0.48192
H19 -2.74823 3.49899 -1.07473
H20 -1.45027 2.41761 -1.60404
H21 -1.09449 3.82120 -0.56204
H22 -0.22375 1.78210 2.44912
C9 -0.25530 -4.17285 2.41744
C10 -1.01636 -4.05639 1.13713
C11 -1.88641 -5.00409 0.65142
C12 -2.56137 -4.69627 -0.53603
N4 -2.35379 -3.58982 -1.22149
C13 -1.43239 -2.69636 -0.77023
S1 -1.03111 -1.31301 -1.64086
N5 -0.82588 -2.93790 0.43380
C14 -3.59220 -5.63418 -1.09789
H23 -0.41158 -5.14986 2.87180
H24 -0.57137 -3.38280 3.10138
H25 0.80827 -4.00661 2.22837
H26 -2.05665 -5.92992 1.18225
H27 -0.24193 -2.16907 0.95857
H28 -3.60162 -6.58672 -0.56803
H29 -3.39481 -5.80365 -2.15600
H30 -4.57925 -5.17478 -1.01959
Se5 2.46616 2.40316 3.21104
C15 2.89083 4.00862 2.45493
N6 3.14659 5.01894 1.94127

Atoms 1-2, force components in eV/Å:
Hf 0.4 0.0 0.4
N -0.2 0.1 0.2

Results
Energy relative to the best compared isomer or geometry (same formula, charge and spin) (kJ/mol): 0.0
Energy (eV): -424470.679
Gap between HOMO and LUMO (eV): 5.7
Total charge: -2



Q: The highest energy belongs to which entry?
A: C25H26AgN4S3